No. 1
# C48H67BHfN3P2SSb

A molecular structure, C48H67BHfN3P2SSb in a non-equilibrium geometry (ωB97M-V/def2-TZVPD, OMol25).

**Highest occupied orbital energy**: -12.30 eV
**Electronic energy**: -93257.69584 eV
**Frontier orbital gap**: 6.89 eV
**Net charge**: +2
**Energy relative to the best compared isomer or geometry (same formula, charge and spin)**: 0.0 kJ/mol

Each line ends with the Mulliken charge.
Atoms and positions in Å:
Hf (0.833, 0.297, 1.094)  -0.438
C (2.283, -2.509, 0.454)  -1.293
C (1.056, -3.419, 0.350)  2.738
C (0.731, -3.601, -1.137)  -2.121
C (1.348, -4.781, 0.987)  -1.726
P (-0.226, -2.385, 1.229)  1.068
C (0.031, -2.679, 3.045)  -1.660
N (-0.379, -1.448, 3.685)  0.716
B (-0.147, -0.158, 3.099)  0.910
N (-0.904, 0.755, 3.892)  0.511
C (-0.993, 2.172, 3.645)  -1.131
P (-0.844, 2.471, 1.817)  0.402
C (-2.608, 2.523, 1.199)  2.303
C (-3.432, 3.626, 1.872)  -1.870
C (-3.200, 1.152, 1.542)  -2.091
C (-2.697, 2.715, -0.319)  -1.922
C (0.003, 4.132, 1.722)  2.152
C (1.490, 3.869, 1.986)  -1.768
C (-0.510, 5.134, 2.765)  -1.696
C (-0.143, 4.732, 0.321)  -2.260
C (-1.579, 0.051, 4.891)  0.550
C (-2.442, 0.489, 5.885)  -0.832
C (-2.987, -0.461, 6.736)  -0.843
C (-2.665, -1.813, 6.608)  -0.893
C (-1.790, -2.254, 5.627)  -0.828
C (-1.254, -1.311, 4.762)  0.277
C (-1.965, -2.991, 0.925)  2.008
C (-2.859, -2.519, 2.082)  -2.011
C (-2.010, -4.523, 0.898)  -1.720
C (-2.494, -2.423, -0.396)  -1.479
H (3.157, -2.928, -0.051)  0.933
H (2.581, -2.298, 1.483)  0.360
H (2.048, -1.571, -0.081)  -1.016
H (1.597, -4.050, -1.632)  0.595
H (0.522, -2.645, -1.624)  0.132
H (-0.119, -4.260, -1.304)  0.298
H (2.282, -5.171, 0.575)  0.526
H (0.568, -5.507, 0.766)  0.370
H (1.471, -4.730, 2.069)  0.332
H (1.084, -2.903, 3.236)  0.413
H (-0.546, -3.534, 3.404)  0.373
H (-0.185, 2.714, 4.144)  0.291
H (-1.929, 2.587, 4.022)  0.220
H (-3.406, 3.587, 2.961)  0.280
H (-4.475, 3.497, 1.572)  0.482
H (-3.126, 4.619, 1.548)  0.416
H (-3.257, 0.963, 2.615)  0.227
H (-2.613, 0.354, 1.079)  0.164
H (-4.212, 1.093, 1.136)  0.795
H (-2.374, 3.703, -0.639)  0.318
H (-3.747, 2.609, -0.602)  0.622
H (-2.127, 1.968, -0.867)  0.115
H (1.670, 3.349, 2.931)  0.250
H (2.017, 4.824, 2.040)  0.713
H (1.953, 3.289, 1.185)  0.156
H (-0.291, 4.820, 3.785)  0.335
H (-1.577, 5.326, 2.685)  0.288
H (0.005, 6.084, 2.608)  0.531
H (0.103, 4.008, -0.461)  0.319
H (0.547, 5.574, 0.228)  0.553
H (-1.148, 5.111, 0.140)  0.363
H (-2.677, 1.539, 6.008)  0.508
H (-3.661, -0.148, 7.521)  0.428
H (-3.097, -2.528, 7.294)  0.438
H (-1.530, -3.302, 5.551)  0.527
H (-2.677, -3.089, 2.993)  0.380
H (-3.900, -2.685, 1.796)  0.659
H (-2.740, -1.465, 2.325)  0.086
H (-1.553, -4.967, 1.784)  0.275
H (-1.533, -4.943, 0.014)  0.316
H (-3.057, -4.833, 0.885)  0.505
H (-2.573, -1.336, -0.364)  -0.126
H (-3.493, -2.831, -0.571)  0.735
H (-1.873, -2.686, -1.251)  0.164
S (-0.180, 0.252, -1.283)  0.243
Sb (0.479, 0.125, -3.501)  0.819
C (2.508, -0.145, -3.883)  1.006
C (2.958, 0.159, -5.166)  -0.739
C (4.290, -0.058, -5.486)  -0.677
C (5.159, -0.567, -4.530)  -0.863
C (4.706, -0.859, -3.251)  -0.340
C (3.375, -0.650, -2.923)  -1.082
C (-0.237, 1.840, -4.429)  0.736
C (-0.305, 3.038, -3.727)  -0.088
C (-0.748, 4.180, -4.376)  -0.636
C (-1.118, 4.118, -5.713)  -0.512
C (-1.055, 2.917, -6.407)  -0.795
C (-0.615, 1.768, -5.766)  -0.416
C (-0.513, -1.545, -4.239)  0.792
C (-1.900, -1.622, -4.130)  -0.862
C (-2.555, -2.749, -4.598)  -0.621
C (-1.827, -3.790, -5.164)  -0.580
C (-0.446, -3.710, -5.267)  -0.759
C (0.220, -2.584, -4.803)  -0.587
H (2.290, 0.572, -5.914)  0.432
H (4.650, 0.175, -6.479)  0.438
H (6.198, -0.732, -4.784)  0.412
H (5.391, -1.245, -2.507)  0.555
H (3.028, -0.862, -1.919)  0.589
H (-0.023, 3.080, -2.680)  0.011
H (-0.804, 5.119, -3.842)  0.457
H (-1.462, 5.011, -6.217)  0.402
H (-1.353, 2.875, -7.446)  0.420
H (-0.589, 0.829, -6.309)  0.483
H (-2.470, -0.812, -3.687)  0.458
H (-3.633, -2.816, -4.528)  0.472
H (-2.344, -4.667, -5.532)  0.428
H (0.113, -4.522, -5.713)  0.462
H (1.300, -2.525, -4.883)  0.546
C (3.145, -0.216, 3.529)  -0.920
C (3.593, 0.047, 2.122)  0.706
C (4.766, -0.316, 1.527)  -1.355
C (4.776, 0.238, 0.216)  -0.590
C (3.612, 0.929, 0.043)  0.225
C (3.253, 1.897, -1.040)  -1.108
N (2.837, 0.805, 1.209)  0.868
H (4.020, -0.312, 4.171)  0.611
H (2.563, -1.135, 3.650)  -0.012
H (2.543, 0.606, 3.922)  0.175
H (5.560, -0.874, 1.998)  0.552
H (5.590, 0.204, -0.493)  0.759
H (3.739, 1.622, -1.976)  0.508
H (3.586, 2.905, -0.780)  0.374
H (2.175, 1.950, -1.223)  -0.102

***

No. 2
# C4H5KO

A molecular structure, C4H5KO in a non-equilibrium geometry (ωB97M-V/def2-TZVPD, OMol25).

**Highest occupied orbital energy**: -5.58 eV
**Electronic energy**: -22596.74965 eV
**Frontier orbital gap**: 4.87 eV
**Energy relative to the best compared isomer or geometry (same formula, charge and spin)**: 46.4 kJ/mol

Each line ends with the Mulliken charge.
Atoms and positions in Å:
H (0.744, 0.286, 2.259)  0.020
C (1.188, 1.474, 0.180)  -0.496
C (0.421, 0.603, 0.692)  -0.528
H (2.103, 1.943, 0.542)  0.163
C (-0.838, -0.138, 0.355)  -0.218
C (-0.538, -1.326, -0.505)  0.056
O (-0.318, -1.279, -1.700)  -0.596
H (-1.572, 0.503, -0.158)  0.167
H (-1.334, -0.496, 1.272)  0.304
H (-0.414, -2.287, 0.034)  0.327
K (0.557, 0.716, -2.971)  0.802

***

No. 3
# C11H26AuN3O3SSe2

A molecular structure, C11H26AuN3O3SSe2 in a non-equilibrium geometry (ωB97M-V/def2-TZVPD, OMol25).

**Highest occupied orbital energy**: -7.97 eV
**Electronic energy**: -167659.26549 eV
**Frontier orbital gap**: 6.19 eV
**Energy relative to the best compared isomer or geometry (same formula, charge and spin)**: 124.1 kJ/mol

Each line ends with the Mulliken charge.
Atoms and positions in Å:
Au (0.037, -0.072, 0.475)  0.783
C (2.288, 1.855, -1.096)  -1.392
N (0.889, 1.514, -1.299)  0.684
C (0.094, 2.735, -1.294)  -1.113
C (0.704, 0.778, -2.545)  -0.902
C (1.094, -0.692, -2.412)  -0.821
N (0.184, -1.450, -1.563)  0.574
C (-1.103, -1.665, -2.205)  -1.195
C (0.768, -2.730, -1.199)  -1.120
H (2.659, 2.520, -1.888)  0.332
H (2.905, 0.955, -1.080)  0.416
H (2.399, 2.354, -0.134)  0.324
H (0.433, 3.441, -2.063)  0.341
H (0.175, 3.209, -0.317)  0.271
H (-0.949, 2.497, -1.480)  0.277
H (1.301, 1.221, -3.357)  0.350
H (-0.348, 0.852, -2.821)  0.425
H (2.087, -0.761, -1.961)  0.408
H (1.145, -1.133, -3.419)  0.380
H (-0.994, -2.253, -3.125)  0.342
H (-1.568, -0.716, -2.450)  0.290
H (-1.760, -2.192, -1.517)  0.314
H (0.943, -3.357, -2.083)  0.348
H (0.094, -3.253, -0.523)  0.315
H (1.719, -2.575, -0.689)  0.337
O (3.407, 1.036, 3.558)  -0.519
C (2.057, 1.043, 3.966)  -0.966
C (1.570, -0.405, 4.110)  1.539
C (2.097, -0.990, 5.448)  -0.831
O (3.400, -0.598, 5.791)  -0.563
C (2.154, -1.277, 2.994)  -1.198
Se (2.362, -0.454, 1.235)  -0.392
C (0.038, -0.445, 4.151)  -1.463
Se (-0.955, 0.715, 2.889)  -0.081
H (3.667, 1.925, 3.306)  0.319
H (1.434, 1.545, 3.209)  0.438
H (1.931, 1.566, 4.924)  0.355
H (2.062, -2.090, 5.396)  0.286
H (1.444, -0.675, 6.272)  0.406
H (3.818, -0.183, 5.024)  0.409
H (1.556, -2.182, 2.866)  0.423
H (3.178, -1.556, 3.260)  0.491
H (-0.321, -0.113, 5.128)  0.499
H (-0.328, -1.461, 3.980)  0.439
O (-2.662, 1.274, -1.819)  -0.544
S (-3.042, 0.795, -0.478)  0.270
N (-1.997, 0.016, 0.251)  -0.285

***

No. 4
# C33H26O21

6 unconnected molecules or ions with the total composition C33H26O21 in a non-equilibrium geometry (ωB97M-V/def2-TZVPD, OMol25).

**SMILES**: O=C1C=C(O)C(=O)C=C1O.O=C1C=C(O)C(=O)C=C1O.O=C1C=C(O)C(=O)C=C1O.O=C1C=C(O)C(=O)C=C1O.O=C1C=C(O)C(=O)C=C1O.CC(C)=O
**Highest occupied orbital energy**: -8.83 eV
**Electronic energy**: -77620.38629 eV
**Frontier orbital gap**: 6.42 eV
**Energy relative to the best compared isomer or geometry (same formula, charge and spin)**: 232.5 kJ/mol

Each line ends with the Mulliken charge.
Atoms and positions in Å:
O (2.874, -3.378, 0.302)  -0.650
C (1.728, -3.775, 0.274)  1.372
C (0.867, -3.704, 1.567)  -0.579
C (-0.580, -4.294, 1.592)  0.588
O (-1.184, -4.538, 2.820)  -0.511
C (-1.219, -4.801, 0.290)  0.432
O (-2.487, -4.996, 0.336)  -0.625
C (-0.360, -4.901, -0.778)  -0.965
C (1.053, -4.377, -0.868)  -0.147
O (1.878, -4.368, -2.037)  -0.548
H (1.316, -3.322, 2.485)  0.410
H (-1.148, -3.981, 3.650)  0.370
H (-0.887, -5.159, -1.598)  0.534
H (2.710, -4.222, -1.648)  0.341
O (-2.592, 2.957, -0.174)  -0.576
C (-2.026, 4.098, -0.181)  0.637
C (-0.814, 4.336, 0.638)  -0.407
C (-0.393, 5.759, 0.881)  0.531
O (0.584, 5.937, 1.896)  -0.534
C (-0.864, 6.903, 0.192)  0.350
O (-0.509, 8.045, 0.241)  -0.503
C (-1.963, 6.561, -0.869)  -0.522
C (-2.553, 5.162, -0.944)  0.404
O (-3.428, 4.868, -1.871)  -0.517
H (-0.268, 3.518, 0.993)  0.196
H (0.736, 4.996, 2.355)  0.373
H (-2.530, 7.396, -1.538)  0.258
H (-3.424, 4.000, -2.069)  0.322
O (5.483, -1.385, 2.098)  -0.692
C (4.368, -0.791, 1.812)  1.217
C (4.403, -0.017, 0.532)  -0.724
C (3.112, 0.704, 0.118)  0.278
O (2.848, 1.162, -1.175)  -0.402
C (1.918, 0.726, 1.003)  0.816
O (0.933, 1.353, 0.733)  -0.564
C (1.998, -0.169, 2.187)  -1.117
C (3.189, -0.958, 2.557)  -0.172
O (3.258, -1.806, 3.628)  -0.583
H (5.322, 0.070, -0.097)  0.409
H (3.621, 0.882, -1.676)  0.324
H (1.145, -0.035, 2.720)  0.758
H (4.184, -2.229, 3.542)  0.395
O (-4.678, -1.037, -0.426)  -0.631
C (-3.746, -1.194, -1.148)  0.797
C (-2.484, -0.423, -0.908)  -0.794
C (-1.208, -0.659, -1.780)  0.556
O (-0.027, 0.011, -1.657)  -0.235
C (-1.257, -1.695, -2.904)  0.474
O (-0.178, -1.978, -3.551)  -0.584
C (-2.485, -2.357, -3.160)  -0.925
C (-3.824, -2.000, -2.407)  -0.164
O (-4.930, -2.625, -2.702)  -0.393
H (-2.542, 0.230, -0.103)  0.896
H (-0.053, 0.772, -0.942)  0.164
H (-2.446, -2.923, -4.015)  0.612
H (-5.421, -2.323, -2.096)  0.279
O (-4.125, 3.124, 2.762)  -0.563
C (-3.494, 2.208, 3.187)  0.431
C (-3.897, 0.873, 2.849)  -0.840
C (-2.942, -0.312, 3.094)  0.359
O (-3.265, -1.624, 2.660)  -0.458
C (-1.675, -0.193, 3.835)  0.643
O (-1.026, -1.072, 4.307)  -0.578
C (-1.159, 1.253, 4.026)  -0.745
C (-2.091, 2.410, 3.700)  0.249
O (-1.787, 3.785, 4.057)  -0.518
H (-4.738, 0.781, 2.347)  0.678
H (-4.265, -1.568, 2.519)  0.392
H (-0.280, 1.310, 4.597)  0.658
H (-2.607, 4.160, 4.054)  0.304
C (5.410, -1.398, -4.763)  -1.321
C (4.344, -0.632, -3.848)  0.635
C (2.850, -0.732, -4.240)  -0.795
O (4.742, 0.066, -3.032)  -0.544
H (6.191, -0.793, -4.725)  0.487
H (5.387, -1.074, -5.890)  0.336
H (5.522, -2.451, -4.553)  0.268
H (2.330, -1.390, -3.469)  0.145
H (3.088, -1.019, -5.209)  0.433
H (2.463, 0.283, -4.418)  0.318